1) Computed, not measured: C33H38N3O3P2Re as an isolated structure, with ωB97M-V/def2-TZVPD.

Values from the calculation:
LUMO energy (spin up / spin down), eV: -2.62 / -3.77
Molar mass, g/mol: 772.840

The geometry in ORCA input format:
```
! wB97M-V def2-TZVPD RIJCOSX def2/J DEFGRID3
* xyz 1 4
Re 0.23746 0.60303 -0.50107
C 1.01616 -0.55107 -4.77377
O -0.21224 -0.09927 -5.29437
C -1.31844 0.05303 -4.51497
C -2.51694 0.10773 -5.20537
C -3.72824 0.26093 -4.54067
C -3.75244 0.34033 -3.17137
C -2.56714 0.29743 -2.41857
C -2.70404 0.22203 -1.00077
N -1.77294 0.27883 -0.08737
N -2.16724 -0.05087 1.15913
C -1.43454 -0.81157 1.89413
O -0.27024 -1.37207 1.58653
C -1.91614 -1.08647 3.25353
C -3.11344 -0.51837 3.69133
C -3.55704 -0.75107 4.97773
C -2.81054 -1.54107 5.83903
C -1.63524 -2.12847 5.40133
C -1.18784 -1.91107 4.11183
C -1.30344 0.19093 -3.09067
O -0.17494 0.19033 -2.47007
H 1.56096 -0.96187 -5.62537
H 0.88026 -1.33657 -4.02617
H 1.59626 0.27883 -4.35187
H -2.47874 0.01693 -6.28017
H -4.64684 0.29463 -5.10457
H -4.68724 0.44773 -2.64227
H -3.70354 -0.00437 -0.63517
H -3.68444 0.09613 3.01433
H -4.48934 -0.32167 5.31053
H -3.15024 -1.70077 6.85113
H -1.07454 -2.76377 6.07053
H -0.27874 -2.37717 3.75993
N 2.31656 0.18453 -1.27457
C 3.21626 -0.84847 -0.81167
C 4.54616 -0.70067 -1.17867
C 5.48706 -1.69217 -0.97397
C 5.06966 -2.88887 -0.41057
C 3.76706 -3.03587 -0.00577
C 2.78196 -2.02147 -0.13857
C 1.46476 -2.31067 0.33973
C 1.18306 -3.53757 1.00103
C -0.02244 -4.15857 0.83823
C -0.94274 -3.62347 -0.11687
C -0.79664 -2.35387 -0.52587
C 0.21966 -1.47197 0.18343
H 1.96826 -0.12777 -2.19137
H 2.86996 1.02343 -1.46487
H 4.84856 0.21113 -1.67667
H 6.50566 -1.55087 -1.29567
H 5.75586 -3.71507 -0.30847
H 3.46926 -3.98777 0.39913
H 1.94766 -4.02667 1.58473
H -0.24094 -5.09487 1.32563
H -1.71084 -4.26047 -0.52637
H -1.44674 -1.93277 -1.27697
C 0.51926 4.32963 -1.68937
P -0.48264 3.03623 -0.85297
C -2.15314 3.50483 -1.44667
C -0.54984 3.64743 0.88963
C 0.74346 3.30893 1.62333
P 1.08306 1.48173 1.59493
C 2.90626 1.41603 1.78673
C 0.58756 1.00653 3.28843
H 1.56586 4.26543 -1.39417
H 0.13296 5.31913 -1.44467
H 0.44866 4.17673 -2.76637
H -2.29164 4.57883 -1.31767
H -2.91794 2.96953 -0.88747
H -2.25504 3.25493 -2.50267
H -1.39294 3.14593 1.37423
H -0.73404 4.72453 0.90093
H 0.69356 3.63903 2.66353
H 1.58496 3.81503 1.14573
H 3.20586 1.91053 2.70853
H 3.39546 1.89703 0.94333
H 3.21226 0.37253 1.82293
H 1.14046 1.62053 3.99803
H 0.82736 -0.04167 3.44813
H -0.48104 1.15003 3.43233
*
```

2) Computed, not measured: C33H38N3O3P2Re as an isolated structure, with ωB97M-V/def2-TZVPD.

Values from the calculation:
LUMO energy (spin up / spin down), eV: -2.21 / -4.12
Molar mass, g/mol: 772.840

The geometry in ORCA input format:
```
! wB97M-V def2-TZVPD RIJCOSX def2/J DEFGRID3
* xyz 1 4
Re -0.29722 0.07430 -0.22236
C 3.17113 -2.58435 4.33095
O 2.47599 -2.12277 3.18185
C 2.19887 -3.04957 2.21602
C 2.42898 -4.39783 2.34701
C 2.11680 -5.29290 1.30360
C 1.58989 -4.80764 0.14240
C 1.34105 -3.42313 -0.00194
C 0.87667 -2.93702 -1.26457
N 0.51099 -1.72984 -1.53724
N 0.27245 -1.58419 -2.92229
C -0.47531 -0.56592 -3.12956
O -0.96844 0.16857 -2.14253
C -0.81289 -0.12621 -4.50349
C -0.47624 -0.91049 -5.60436
C -0.76912 -0.46472 -6.88132
C -1.39181 0.76432 -7.06766
C -1.73013 1.54540 -5.97280
C -1.44571 1.09937 -4.68943
C 1.63229 -2.51630 1.02128
O 1.41442 -1.23071 0.89618
H 2.57254 -3.30108 4.89845
H 3.35940 -1.70889 4.94660
H 4.12162 -3.04475 4.05389
H 2.87004 -4.78754 3.25374
H 2.31191 -6.34840 1.42799
H 1.36241 -5.47123 -0.68351
H 0.85305 -3.63884 -2.09755
H 0.01371 -1.86178 -5.44692
H -0.51100 -1.07597 -7.73606
H -1.61592 1.10968 -8.06843
H -2.21876 2.50000 -6.11686
H -1.72170 1.69160 -3.82631
N 1.39114 1.20562 -1.02015
C 1.78938 2.35975 -0.23339
C 3.12263 2.50060 0.11330
C 3.52251 3.57536 0.88946
C 2.57478 4.49962 1.30939
C 1.24648 4.34643 0.94498
C 0.81622 3.27404 0.15965
C -0.61970 3.14680 -0.22778
C -1.31635 4.32362 -0.51675
C -2.65821 4.30361 -0.85096
C -3.32619 3.08917 -0.92352
C -2.63768 1.91418 -0.67300
C -1.28782 1.90869 -0.30441
H 1.08484 1.48260 -1.95401
H 2.18135 0.57193 -1.12736
H 3.84637 1.76570 -0.22054
H 4.56221 3.68648 1.16534
H 2.86966 5.34041 1.92274
H 0.51444 5.06585 1.28982
H -0.78936 5.26965 -0.50143
H -3.17258 5.22812 -1.07708
H -4.37129 3.05514 -1.20392
H -3.16025 0.97765 -0.80821
C -3.55903 -0.67670 1.33128
P -1.96851 -1.39302 0.82678
C -2.44028 -2.89196 -0.06639
C -1.22349 -2.00128 2.36900
C -0.56544 -0.88277 3.18356
P 0.08616 0.52553 2.18339
C -0.94637 1.88806 2.82633
C 1.68826 0.98704 2.87730
H -4.04120 -1.36709 2.02460
H -4.20394 -0.54172 0.46455
H -3.42248 0.29158 1.81052
H -3.12352 -3.47083 0.55694
H -1.55537 -3.48636 -0.28359
H -2.93426 -2.63349 -1.00300
H -0.50175 -2.76518 2.07862
H -2.00218 -2.49874 2.95184
H 0.25958 -1.27966 3.77248
H -1.29169 -0.44546 3.87048
H -0.87735 1.91978 3.91566
H -1.98803 1.75850 2.53221
H -0.60016 2.83906 2.42744
H 1.57526 0.99605 3.96364
H 1.94367 1.99262 2.54407
H 2.44958 0.27385 2.58536
*
```

2) has the most favorable energy; the next structure is 2.762 eV above.

1) Computed, not measured: a 6-piece molecular cluster, C18H18F6O18 overall, with ωB97M-V/def2-TZVPD.

Values from the calculation:
SMILES: O=C1OC[C@@H](F)O1.O=C1OC[C@@H](F)O1.O=C1OC[C@@H](F)O1.O=C1OC[C@@H](F)O1.O=C1OC[C@@H](F)O1.O=C1OC[C@@H](F)O1
LUMO energy, eV: 0.23
Molar mass, g/mol: 636.312

The geometry in ORCA input format:
```
! wB97M-V def2-TZVPD RIJCOSX def2/J DEFGRID3
* xyz 0 1
O -2.02957 -0.37106 2.75076
C -1.32702 -0.20768 3.69053
O -0.91702 -1.16300 4.55101
C -0.23630 -0.50773 5.62620
C 0.26684 0.74639 4.94606
F 1.38764 0.50743 4.21310
O -0.79219 1.00093 4.04881
H -0.95125 -0.25812 6.41431
H 0.50327 -1.17719 6.05691
H 0.43178 1.58760 5.61156
O 4.23957 -6.61381 -3.03463
C 3.54301 -5.87216 -2.43254
O 3.69634 -4.53722 -2.34112
C 2.43800 -3.99279 -1.92392
C 1.89942 -5.12295 -1.06782
F 0.55054 -5.22071 -1.11221
O 2.43794 -6.26595 -1.72569
H 2.56312 -3.05196 -1.40280
H 1.80204 -3.87722 -2.80283
H 2.22745 -5.12651 -0.02942
O -4.95248 2.79467 -0.85643
C -3.86660 3.16833 -1.14539
O -3.40327 4.43129 -1.04849
C -2.12257 4.50462 -1.67387
C -1.68341 3.04980 -1.62828
F -1.11060 2.78733 -0.39284
O -2.89000 2.36661 -1.69246
H -2.20914 4.83734 -2.70807
H -1.48030 5.14484 -1.07948
H -0.97089 2.69699 -2.36711
O -2.77936 -2.38504 -1.86454
C -3.55709 -1.91115 -2.62221
O -4.86988 -2.14880 -2.65794
C -5.48927 -1.34271 -3.67732
C -4.34477 -0.48458 -4.19597
F -4.48075 0.81066 -3.77955
O -3.20332 -1.05802 -3.64336
H -5.92399 -2.00040 -4.42566
H -6.26743 -0.75472 -3.19640
H -4.25740 -0.46665 -5.28053
O 2.38130 0.66038 0.51779
C 1.36390 0.08652 0.30991
O 0.50061 0.32479 -0.69859
C -0.73957 -0.26214 -0.26594
C -0.20839 -1.49799 0.41104
F 0.26411 -2.39302 -0.51930
O 0.92362 -0.96911 1.06493
H -1.24511 0.42916 0.40933
H -1.44967 -0.43413 -1.07067
H -0.91025 -2.02072 1.05110
O 6.64897 4.59524 3.08885
C 5.79525 3.98534 2.54207
O 5.94750 3.37120 1.35076
C 4.69514 2.82742 0.92175
C 3.86067 2.88312 2.20970
F 3.82717 1.67716 2.84477
O 4.53939 3.78554 3.01615
H 4.26332 3.44340 0.13515
H 4.83236 1.80501 0.58596
H 2.83860 3.18617 1.99485
*
```

2) Computed, not measured: a 6-piece molecular cluster, C18H18F6O18 overall, with ωB97M-V/def2-TZVPD.

Values from the calculation:
SMILES: O=C1OC[C@@H](F)O1.O=C1OC[C@@H](F)O1.O=C1OC[C@@H](F)O1.O=C1OC[C@@H](F)O1.O=C1OC[C@@H](F)O1.O=C1OC[C@@H](F)O1
LUMO energy, eV: 0.29
Molar mass, g/mol: 636.312

The geometry in ORCA input format:
```
! wB97M-V def2-TZVPD RIJCOSX def2/J DEFGRID3
* xyz 0 1
O -5.00650 -2.87436 -2.24744
C -4.84677 -1.69396 -2.34023
O -5.77630 -0.70797 -2.20629
C -5.04633 0.50509 -1.97457
C -3.72264 0.27877 -2.75833
F -2.65455 0.82811 -2.07815
O -3.65089 -1.11002 -2.53573
H -5.60062 1.34864 -2.38600
H -5.02543 0.61868 -0.89070
H -3.75173 0.43201 -3.83711
O 3.37856 2.34971 -1.87017
C 3.47846 3.53139 -1.66651
O 4.16284 4.35635 -2.39075
C 4.52062 5.55845 -1.70371
C 3.31196 5.56756 -0.77526
F 2.36521 6.44639 -1.13158
O 2.86962 4.18559 -0.61290
H 5.44672 5.60334 -1.13062
H 4.70355 6.40056 -2.37115
H 3.59973 5.98561 0.18938
O 1.85867 -2.75427 2.75612
C 2.39553 -3.44735 1.89899
O 2.56791 -4.75579 2.00788
C 3.51332 -5.18069 0.94464
C 3.28903 -4.13693 -0.05146
F 2.41167 -4.57227 -0.90903
O 2.91530 -2.95873 0.63476
H 4.58429 -5.18864 1.14729
H 3.19789 -6.15968 0.58386
H 4.21218 -3.93331 -0.59408
O -1.87794 -5.17628 1.15876
C -1.54180 -5.26441 0.03326
O -2.37039 -5.74637 -0.95992
C -1.78383 -5.39395 -2.16744
C -0.32541 -4.76015 -1.86903
F -0.20590 -3.50230 -2.28640
O -0.26384 -4.90406 -0.42807
H -1.60983 -6.37416 -2.61130
H -2.30894 -4.77788 -2.89739
H 0.52178 -5.37209 -2.17871
O -1.10940 1.72395 1.93072
C -0.42826 1.04757 1.09978
O 0.88699 0.86167 1.09671
C 1.22746 -0.09251 0.05960
C -0.16630 -0.70265 -0.35235
F -0.37387 -1.80413 0.40251
O -1.04357 0.34987 0.11963
H 1.75545 0.53796 -0.65584
H 2.01071 -0.71430 0.49319
H -0.41035 -0.96573 -1.38158
O -1.49298 6.92865 5.56682
C -1.51190 5.87670 4.86453
O -2.57003 5.08878 4.69899
C -2.17059 4.00201 3.84061
C -0.65007 4.32842 3.44227
F -0.62051 4.54902 2.12795
O -0.39818 5.47139 4.17410
H -2.16462 3.12806 4.49198
H -2.68490 3.68889 2.93203
H -0.02027 3.44575 3.55348
*
```

1) has the most favorable energy; the next structure is 3.482 eV above.

1) Computed, not measured: a 2-piece molecular cluster, H4S2 overall, with ωB97M-V/def2-TZVPD.

Values from the calculation:
SMILES: S.S
LUMO energy, eV: 0.70
Molar mass, g/mol: 68.166

The geometry in ORCA input format:
```
! wB97M-V def2-TZVPD RIJCOSX def2/J DEFGRID3
* xyz 0 1
S -0.82161 -1.89982 1.05522
H -1.63510 -2.37383 0.11678
H 0.12293 -2.03329 0.07614
S 0.89534 2.00784 -0.98987
H 0.41870 0.91142 -0.42713
H 0.03811 1.71339 -1.98753
*
```

2) Computed, not measured: a 2-piece molecular cluster, H4S2 overall, with ωB97M-V/def2-TZVPD.

Values from the calculation:
SMILES: S.S
LUMO energy, eV: 0.19
Molar mass, g/mol: 68.166

The geometry in ORCA input format:
```
! wB97M-V def2-TZVPD RIJCOSX def2/J DEFGRID3
* xyz 0 1
S -0.66271 0.83460 2.08608
H -0.66426 0.14283 0.79978
H -0.04883 0.51080 3.16561
S 0.58547 -0.60735 -2.63639
H 1.22602 -0.08111 -1.59457
H -0.43569 -0.79977 -1.82050
*
```

1) has the most favorable energy; the next structure is 1.007 eV above.